one | 7
Properties=species:S:1:pos:R:3:nbo_charge:R:1 method="wB97M-V/def2-TZVPD" gap_ev="6.16 / 6.32" e_lumo_ev="-4.51 / -4.49"
C -2.17619 -0.25604 -0.87803 0.17
N -2.77945 -0.44712 -1.83199 -0.48
Si 1.16353 0.15011 0.51497 0.64
S -0.63587 0.43069 1.56561 0.01
H 2.49178 0.82740 1.01558 -0.09
H 0.76978 0.65878 -0.72947 -0.13
H 1.16644 -1.36383 0.34333 -0.12

two | 7
Properties=species:S:1:pos:R:3:nbo_charge:R:1 method="wB97M-V/def2-TZVPD" gap_ev=6.74 e_lumo_ev=-1.36
C -3.50843 0.61876 1.48180 0.21
N -2.44712 0.53804 0.92737 -0.75
Si -0.24299 0.14505 0.04772 1.17
S -4.96159 0.76604 2.23628 -0.21
H 0.25731 1.41308 -0.43699 -0.15
H -0.52545 -0.93489 -0.87976 -0.14
H 0.15536 -0.26140 1.38669 -0.14

Name the most stable of them. two.

one | 14
Properties=species:S:1:pos:R:3:nbo_charge:R:1 method="wB97M-V/def2-TZVPD" gap_ev="8.12 / 8.17" e_lumo_ev="-5.88 / -5.83" total_charge=+1
C 0.38737 0.11825 -0.05388 0.19
C 2.63435 1.87921 -0.81039 -0.13
C -1.22191 -1.18189 0.96080 -0.25
C -2.00994 -0.56807 -0.25309 -0.55
N 2.37094 1.25000 0.16790 -0.10
N 0.18368 -0.87189 0.70827 -0.54
S -0.93438 0.80870 -0.81387 0.42
H 3.56900 2.37827 -0.87450 0.27
H 2.12802 2.09066 -1.68671 0.24
H -1.57778 -0.66148 1.89045 0.24
H -1.33101 -2.31488 1.01581 0.25
H -1.92995 -1.23962 -1.21693 0.25
H -3.09635 -0.26885 -0.17640 0.29
H 0.82796 -1.41840 1.14254 0.44

two | 14
Properties=species:S:1:pos:R:3:nbo_charge:R:1 method="wB97M-V/def2-TZVPD" gap_ev="7.25 / 7.25" e_lumo_ev="-6.46 / -6.46" total_charge=+1
C -1.31884 -3.64742 1.14943 0.12
C 0.16651 -1.67368 1.31418 0.15
C -0.28698 2.45495 -0.47775 -0.70
C 0.96673 2.00725 -1.19996 0.21
N -0.43710 -2.74525 1.10064 -0.40
N 1.37595 0.76497 -1.23667 -0.67
S 0.88929 -0.29120 1.03815 0.52
H -0.98593 -4.63645 0.77324 0.24
H -0.86896 3.27005 -1.02340 0.25
H -0.97955 1.67657 -0.37097 0.22
H -0.00081 2.76350 0.50701 0.25
H 1.38585 2.89063 -1.60521 0.19
H -2.31905 -3.46676 1.61626 0.23
H 2.41288 0.63285 -1.58495 0.39

Name the most stable of them. two.

one | 14
Properties=species:S:1:pos:R:3:nbo_charge:R:1 method="wB97M-V/def2-TZVPD" gap_ev=9.78 e_lumo_ev=-3.66 total_charge=+1
C -0.68842 -0.60032 -1.33412 0.01
C -0.28387 -1.90305 -1.24205 -0.40
C 0.69936 -0.49925 0.51529 0.28
C -0.64687 1.48740 0.11444 -0.42
N -0.18908 0.22780 -0.28416 -0.35
N 1.41231 0.13706 1.45876 -0.76
S 0.98109 -2.08317 -0.05486 0.53
H -1.45881 -0.20583 -1.95920 0.25
H -0.57894 -2.82297 -1.70211 0.28
H -1.16951 2.03895 -0.78212 0.27
H -1.36011 1.32265 0.84219 0.22
H 0.17572 2.17737 0.61512 0.22
H 1.03142 1.08292 1.75455 0.43
H 2.07572 -0.35957 2.05827 0.45

two | 14
Properties=species:S:1:pos:R:3:nbo_charge:R:1 method="wB97M-V/def2-TZVPD" gap_ev="7.10 / 7.09" e_lumo_ev="-5.48 / -5.48" total_charge=+1
C -3.33674 0.68011 0.39069 0.27
N -2.28260 0.47275 0.91900 -0.22
C -1.20638 0.26076 1.62261 -0.24
C 0.13035 0.30029 1.34471 0.17
N 0.46457 0.40508 0.06035 -0.63
S 2.01903 0.36659 -0.53090 0.38
C 2.35346 -0.85403 -1.94940 -0.67
H -4.24855 0.12923 0.00432 0.30
H -1.44058 0.31280 2.69995 0.25
H 0.68528 0.26031 2.34609 0.28
H -0.30413 0.53525 -0.40030 0.38
H 2.40831 -1.90652 -1.58113 0.25
H 3.20915 -0.29561 -2.29807 0.26
H 1.54882 -0.66702 -2.62792 0.23

Name the most stable of them. one.

one | 15
Properties=species:S:1:pos:R:3:nbo_charge:R:1 method="wB97M-V/def2-TZVPD" gap_ev="6.89 / 6.02" e_lumo_ev="-1.78 / -2.25"
C 0.54577 0.17788 -2.59682 -0.06
C -0.72151 0.73624 -0.59193 0.22
C 1.19347 -0.82368 -2.10643 0.19
C -0.43986 0.38755 1.83047 -0.45
C 1.46678 -1.96855 -1.30097 0.45
N -0.43513 0.74181 -1.88013 -0.42
N 0.01051 0.35062 0.42979 -0.43
F 0.47129 -2.30011 -0.47222 -0.30
F 2.56691 -1.71663 -0.50633 -0.34
H 0.57023 0.62336 -3.56390 0.22
H -1.71969 1.09460 -0.37701 0.16
H 0.11883 1.25858 2.19930 0.22
H -1.48710 0.65396 1.99745 0.17
H -0.43222 -0.68261 2.23012 0.22
H 1.80374 -2.95811 -1.91083 0.17

two | 15
Properties=species:S:1:pos:R:3:nbo_charge:R:1 method="wB97M-V/def2-TZVPD" gap_ev=8.40 e_lumo_ev=0.35
N 2.31911 1.37135 -0.65334 -0.61
N 1.13205 0.82151 -0.32664 -0.21
C -0.01656 1.28109 -0.67314 -0.07
C -1.26389 0.68433 -0.26632 0.35
F -2.26186 1.56120 -0.60260 -0.35
C -1.69268 -0.46970 0.31805 -0.27
C -1.03665 -1.69143 0.80252 -0.32
C 0.29125 -1.81871 0.99964 0.24
F 0.64867 -3.00468 1.50086 -0.32
H 3.15101 0.86785 -0.56030 0.37
H 2.49901 2.00505 -1.39135 0.35
H -0.00831 2.12853 -1.27199 0.17
H -2.82490 -0.36608 0.35170 0.23
H -1.81583 -2.42243 0.91585 0.23
H 0.87956 -0.94790 0.85706 0.21

Name the most stable of them. two.

one | 18
Properties=species:S:1:pos:R:3:nbo_charge:R:1 method="wB97M-V/def2-TZVPD" gap_ev="8.53 / 8.09" e_lumo_ev="-0.83 / -1.20"
C -3.00633 -0.06766 -0.18416 -0.48
C 1.31557 0.00938 1.85449 -1.13
C 1.87008 1.24335 -1.25855 -1.06
N -1.95243 -0.91791 0.08703 -0.24
O 1.31380 -1.56525 -0.64225 -1.11
O -0.51926 0.34015 -0.58509 -0.90
Si 0.89764 -0.04134 -0.05651 2.02
H -2.79077 0.90461 -0.01941 0.24
H -3.48130 -0.00448 -1.12864 0.18
H -3.80516 -0.37557 0.44271 0.22
H 0.62891 0.79615 2.28857 0.24
H 1.07585 -0.88484 2.34386 0.23
H 2.42915 0.05756 2.03565 0.24
H 2.56513 1.84259 -0.74294 0.22
H 2.39926 0.59754 -1.89501 0.23
H 1.04775 1.85818 -1.70445 0.24
H -1.79422 -1.60275 -0.64186 0.35
H 1.80635 -2.18968 -0.19344 0.49

two | 18
Properties=species:S:1:pos:R:3:nbo_charge:R:1 method="wB97M-V/def2-TZVPD" gap_ev="6.51 / 5.57" e_lumo_ev="-0.05 / -0.14"
C -1.90363 1.58964 -0.15255 -0.41
C 3.20383 -0.11834 -0.00958 -0.23
C -1.14005 -1.97337 -0.12745 -0.30
N -0.48655 1.55507 -0.49685 -1.10
O 2.03177 0.55018 -0.43462 -0.92
O 0.06196 -1.30257 -0.49471 -0.92
Si 0.49259 0.20074 -0.28950 2.27
H -2.46808 2.03085 -0.97485 0.19
H -2.26728 0.58921 0.05559 0.23
H -2.06178 2.17156 0.75380 0.21
H 3.58673 0.39494 0.87514 0.19
H 3.93336 -0.05425 -0.81535 0.19
H 3.00709 -1.16003 0.23381 0.19
H -1.46125 -1.62228 0.87824 0.26
H -0.91607 -3.03653 -0.11524 0.19
H -1.90834 -1.75628 -0.86681 0.17
H -0.06398 2.47247 -0.45287 0.42
H -1.64032 -0.53102 2.43380 -0.64

Name the most stable of them. one.

one | 9
Properties=species:S:1:pos:R:3:nbo_charge:R:1 method="wB97M-V/def2-TZVPD" gap_ev=8.62 e_lumo_ev=-0.51
C -2.91306 -0.95440 0.10478 1.01
C -1.39928 0.36417 -0.43649 0.02
C -0.01452 0.13772 0.13180 -0.75
O -3.57084 -1.26214 -0.79311 -0.50
O -2.36778 -0.81287 1.11206 -0.53
Cl -2.06838 1.86880 -0.02784 0.04
H 0.02587 -0.98035 0.06650 0.24
H -0.06845 0.43771 1.08139 0.22
H 0.81498 0.50751 -0.43362 0.26

two | 9
Properties=species:S:1:pos:R:3:nbo_charge:R:1 method="wB97M-V/def2-TZVPD" gap_ev=9.92 smiles="C=C=O.O=CCl" e_lumo_ev=0.42
C 1.61424 0.44727 -0.50391 -0.79
C 1.03809 1.55560 -0.14540 0.73
O 0.40660 2.49114 0.10629 -0.45
H 2.61204 0.52802 -0.63481 0.25
H 0.92941 -0.28763 -0.81550 0.25
O -1.18954 -1.55506 1.65758 -0.48
C -1.58361 -1.28321 0.54152 0.33
Cl -2.57528 0.07216 0.13138 -0.01
H -1.25196 -1.96830 -0.33714 0.16

Name the most stable of them. two.